C29H30AsBiBr2N2O4S4 as an isolated structure at a distorted geometry, computed with wB97M-V/def2-TZVPD.

**Total energy**: -291841.19158 eV
**Frontier orbital gap**: 5.1900 eV
**Charge**: -2
**Energy above the lowest of the compared OMol25 structures with the same formula, charge and spin**: 25.1 kJ/mol

Geometry as XYZ:
```
73
Properties=species:S:1:pos:R:3:forces:R:3:mulliken_charge:R:1
Bi -0.291041 -2.165144 -1.358929 -0.70 0.34 0.06 1.8521
C -0.026908 2.971747 5.400256 -0.04 0.05 -0.03 -1.6719
C -0.597275 3.349547 4.026023 0.00 0.00 -0.07 2.0423
C -2.103115 3.577033 4.183422 0.13 -0.05 -0.03 -2.2066
C 0.031233 4.664171 3.538539 -0.04 -0.02 0.07 -1.6223
C -0.286578 2.246768 3.014907 -0.14 0.00 0.00 -0.3266
C -1.260785 1.593361 2.283829 0.14 0.02 -0.02 -0.4562
C -0.904145 0.624399 1.357582 -0.32 -0.01 0.01 -0.3761
Br -2.382493 -0.203701 0.437732 0.33 0.16 0.15 -0.2710
C 0.420040 0.230511 1.073270 0.05 -0.02 -0.12 0.8058
O 0.755907 -0.627321 0.167959 -0.34 0.22 0.08 -0.5009
C 1.420013 0.890538 1.873749 0.02 0.02 0.01 0.0013
C 1.038031 1.859289 2.780966 0.02 0.06 0.06 -0.0364
C 2.887104 0.478617 1.729025 0.10 -0.06 -0.02 2.1921
C 3.800290 1.258421 2.681970 -0.06 -0.05 -0.03 -2.5521
C 3.032654 -1.014050 2.066566 -0.09 0.04 -0.04 -1.3860
C 3.387549 0.728617 0.298151 -0.07 -0.01 -0.02 -1.2758
H -0.278743 3.732004 6.146781 0.02 0.01 0.00 0.4601
H 1.058285 2.870735 5.367195 0.00 -0.01 0.01 0.3113
H -0.443496 2.016019 5.722849 0.02 0.00 0.03 0.3569
H -2.283099 4.381335 4.901356 0.00 0.00 0.01 0.4447
H -2.597469 2.674307 4.546920 -0.05 0.01 -0.02 0.3972
H -2.554047 3.863117 3.231974 -0.06 0.00 0.01 0.3959
H -0.185366 5.483995 4.231773 0.02 -0.01 0.01 0.4496
H -0.374137 4.921652 2.558291 0.02 0.04 -0.01 0.3518
H 1.113570 4.571238 3.440111 0.00 0.00 0.00 0.3068
H -2.310855 1.819965 2.397339 -0.02 0.00 0.05 0.4486
H 1.808908 2.356176 3.357172 0.01 -0.04 -0.03 0.2655
H 3.514014 1.091872 3.723526 0.04 0.05 0.02 0.3950
H 3.790226 2.332458 2.473348 0.00 0.01 0.04 0.3920
H 4.824278 0.900563 2.557285 0.00 -0.01 -0.02 0.4736
H 2.688333 -1.212242 3.085326 0.02 0.01 0.01 0.3039
H 4.075571 -1.327731 1.985072 0.01 0.01 -0.01 0.4617
H 2.454781 -1.631801 1.385642 0.02 -0.05 0.01 0.0395
H 3.329090 1.793753 0.049089 0.01 0.01 0.02 0.1991
H 2.796733 0.163526 -0.418167 0.01 -0.02 -0.02 0.0442
H 4.428428 0.406338 0.206649 0.01 0.02 0.02 0.4802
O -1.929375 -3.104525 -5.394779 0.09 0.06 0.00 -0.7323
C -1.232254 -2.775891 -4.431842 -0.09 -0.28 0.09 0.1705
O -1.200091 -3.313542 -3.281450 0.11 0.41 -0.23 -0.6410
C -0.288238 -1.589618 -4.678780 -0.05 0.04 0.17 0.6588
C 0.266053 -1.421671 -5.968774 0.12 0.14 -0.23 -0.7289
C 1.139154 -0.400134 -6.189455 -0.10 -0.18 0.01 -0.8010
C 1.458045 0.487771 -5.134918 -0.07 0.00 0.23 1.2717
C 2.369478 1.557600 -5.264924 0.04 0.08 0.00 -0.8301
C 2.641428 2.370501 -4.198807 0.04 0.02 -0.11 -0.5128
C 2.006093 2.156273 -2.960227 -0.08 -0.04 0.05 -0.5857
C 1.116469 1.129424 -2.802676 0.03 0.05 0.09 -0.1753
C 0.831562 0.266109 -3.883904 0.11 0.14 -0.33 -0.2635
N -0.027092 -0.770229 -3.691936 0.02 -0.18 -0.20 -0.2643
H -0.021127 -2.122873 -6.738818 -0.01 -0.01 0.01 0.4827
H 1.605521 -0.263212 -7.159297 0.00 0.01 0.00 0.3708
H 2.852789 1.719934 -6.222471 0.01 -0.01 0.01 0.3473
H 3.355359 3.179424 -4.298033 -0.01 0.00 -0.03 0.3670
H 2.233026 2.805560 -2.124530 0.00 -0.03 0.03 0.3808
H 0.642160 0.937435 -1.847263 0.01 -0.02 0.02 0.4481
S 1.791600 -6.332812 -1.684806 -0.28 0.18 -0.24 -0.5790
As 1.885799 -4.526066 -0.614999 0.58 -0.97 0.24 0.2624
S -0.099747 -4.029905 0.336584 0.16 -0.30 0.09 -0.6769
S 2.030319 -2.735388 -1.999962 0.37 -0.24 0.00 -0.4902
S 3.418301 -4.602485 0.824169 -0.06 0.45 0.07 -0.5895
O -7.203548 -3.759010 0.159449 -0.12 0.10 -0.08 -0.5539
C -5.935105 -3.530236 -0.279563 0.23 0.00 -0.09 1.0384
C -4.840649 -4.229883 0.214040 -0.03 -0.04 0.03 -0.6871
C -3.584790 -3.932053 -0.286169 -0.23 -0.02 0.07 -0.6169
N -3.382006 -2.990325 -1.204528 0.11 0.05 0.00 0.1022
C -4.430302 -2.351725 -1.664516 0.02 -0.11 0.13 -0.0293
Br -4.095590 -1.021962 -2.969941 0.02 0.07 -0.09 -0.1031
C -5.737085 -2.568914 -1.258349 -0.15 -0.01 0.05 -0.5685
H -7.179109 -4.447052 0.829620 0.03 -0.06 0.06 0.2841
H -4.963569 -4.988813 0.978362 0.02 -0.02 -0.02 0.2841
H -2.703484 -4.457919 0.061391 0.05 0.01 0.00 0.3416
H -6.565454 -2.013878 -1.672430 0.01 0.01 0.00 0.4295
```
Forces are in eV/Å.